Record 1
12
Properties=species:S:1:pos:R:3:forces:R:3:lowdin_charge:R:1 method="wB97M-V/def2-TZVPD" total_charge=0 homo_ev=-8.83 gap_ev=9.656 de_lowest_kj_mol=439.9
C 1.07679 -1.56124 -0.26814 0.25 -0.27 -0.24 -0.03
C 0.11666 -0.24170 0.00647 -0.09 -0.02 0.17 -0.45
C -0.12203 -0.93976 1.09693 0.01 0.31 -0.16 0.14
N -1.36242 1.82590 0.60497 0.06 0.06 -0.33 0.09
C -0.90905 1.65583 -0.57284 -0.10 0.08 0.17 -0.32
N -0.04381 0.61196 -0.92635 0.00 -0.16 0.25 0.07
H 1.30452 -2.30967 0.49552 -0.08 0.13 -0.04 0.09
H 2.00401 -1.06464 -0.55939 -0.11 -0.01 0.06 0.10
H 0.58866 -2.06305 -1.10019 0.05 0.05 0.10 0.10
H 0.45834 -0.85934 2.01112 -0.05 0.01 -0.12 0.08
H -1.97563 2.63873 0.63582 0.06 -0.10 0.00 0.04
H -1.13605 2.30698 -1.42393 0.01 -0.09 0.16 0.10



Record 2
12
Properties=species:S:1:pos:R:3:forces:R:3:lowdin_charge:R:1 method="wB97M-V/def2-TZVPD" total_charge=0 homo_ev=-8.54 gap_ev=9.033 de_lowest_kj_mol=284.5 smiles="C/C(N)=C/C#N"
C -1.50372 -0.37227 0.10960 -4.30 1.02 -0.38 -0.09
C -0.07663 -0.03608 -0.11884 0.89 0.30 -0.09 -0.47
C 0.92562 -0.98802 -0.14923 -1.28 -1.03 -0.87 -0.12
C 2.22203 -0.44598 -0.08520 6.42 4.34 1.99 -0.26
H -2.13972 0.61000 0.68237 1.87 -2.81 -2.02 0.14
H -2.18959 -0.74297 -0.88445 2.16 1.34 2.69 0.15
H -1.61717 -1.15963 0.85528 0.15 -0.12 -0.24 0.05
H -0.76878 1.90472 0.33799 4.34 -2.01 -2.55 0.20
H 1.06803 1.77139 -0.34997 -0.77 -0.71 0.44 0.09
H 0.71377 -2.10486 -0.35085 0.44 2.15 0.66 0.13
N 0.15297 1.31303 -0.22340 -3.91 2.00 2.31 0.07
N 3.21319 0.25068 0.17668 -6.01 -4.48 -1.96 0.09



Record 3
12
Properties=species:S:1:pos:R:3:forces:R:3:lowdin_charge:R:1 method="wB97M-V/def2-TZVPD" total_charge=0 homo_ev="-8.25 / -8.19" gap_ev="7.453 / 8.258" de_lowest_kj_mol=683.8
C -0.07795 -0.20360 -0.39291 -1.47 -0.10 0.30 0.11
C 0.47937 0.25886 0.73065 1.43 -0.88 -2.27 -0.27
C 1.26958 -0.59722 -0.20326 -0.21 -0.35 -1.03 -0.36
C -2.40667 -0.10307 -1.36707 3.44 0.05 0.26 0.08
N 2.25363 -1.19271 -0.75614 -1.13 0.41 0.61 0.09
N 0.68414 1.11635 1.71510 -4.81 0.80 1.97 0.12
H -1.82196 0.51816 -2.12528 -1.42 -0.53 1.24 0.02
H -2.49999 0.17969 -0.30136 -0.45 0.20 -1.04 -0.01
H -2.38076 -1.17548 -1.57695 -0.39 0.33 0.03 -0.01
H 3.08090 -1.24181 -0.19459 0.57 0.16 0.37 0.02
H -0.15254 1.26584 2.39648 2.35 -0.16 -1.62 0.16
H 1.57226 1.17499 2.07533 2.09 0.06 1.19 0.07



Record 4
12
Properties=species:S:1:pos:R:3:forces:R:3:lowdin_charge:R:1 method="wB97M-V/def2-TZVPD" total_charge=0 homo_ev=-8.08 gap_ev=9.098 de_lowest_kj_mol=716.3
C 0.86448 1.16621 0.37664 -1.66 0.01 0.59 -0.10
C -0.56406 0.13702 0.78900 1.68 -0.10 -0.68 -0.16
C -0.12021 0.57791 -0.90875 1.03 0.09 -1.57 -0.19
C -1.43522 -0.09712 -0.39304 0.60 0.57 -0.22 -0.14
N 1.47270 0.07366 0.89401 3.33 -0.65 0.07 -0.13
N 0.45615 -0.79303 1.05935 -1.44 -1.19 1.41 -0.05
H -0.16878 1.57363 -1.41245 -0.44 -1.20 0.27 0.10
H 0.60428 -0.18070 -1.41839 -1.64 1.31 0.72 0.14
H -1.61436 -1.05836 -0.85776 0.47 -0.55 0.41 0.09
H -2.39559 0.40912 -0.39837 0.37 0.66 -0.05 0.09
H 2.46188 0.01259 1.32815 -2.71 0.09 -0.71 0.18
H 0.43874 -1.82094 0.94162 0.41 0.98 -0.24 0.15



Record 5
12
Properties=species:S:1:pos:R:3:forces:R:3:lowdin_charge:R:1 method="wB97M-V/def2-TZVPD" total_charge=0 homo_ev=-8.21 gap_ev=8.857 de_lowest_kj_mol=460.0
C 0.94560 1.34987 -0.06898 -1.18 -1.64 0.96 0.09
C 1.59529 0.21689 0.05060 -2.19 0.29 -0.29 -0.24
C -1.05872 -0.01836 0.08826 1.64 3.05 -0.96 -0.25
C 0.91114 -1.12962 -0.00669 -1.39 0.03 1.07 -0.26
N -0.52598 -1.10092 -0.03425 0.26 -0.37 0.76 0.06
N -2.27890 0.47095 -0.01342 -2.39 1.50 0.04 0.10
H 1.20437 2.41727 0.03640 -0.26 -0.85 -0.21 0.03
H 2.53868 -0.20737 0.17640 2.64 1.05 0.09 0.07
H 1.17979 -1.58852 -0.89609 1.01 -1.09 -1.80 0.09
H 1.26177 -1.74708 0.81502 0.00 -0.19 0.20 0.11
H -2.67982 1.41364 0.01469 1.96 -0.21 0.28 0.11
H -3.09322 -0.07676 -0.16193 -0.09 -1.58 -0.14 0.09



Record 6
12
Properties=species:S:1:pos:R:3:forces:R:3:lowdin_charge:R:1 method="wB97M-V/def2-TZVPD" total_charge=0 homo_ev="-8.71 / -11.01" gap_ev="9.604 / 9.357" multiplicity=3 de_lowest_kj_mol=144.0
C 1.71416 -0.04191 -0.15676 -3.38 -1.59 -0.44 -0.23
C -0.70011 -1.00303 0.64233 1.11 -0.61 -0.42 -0.09
C -0.86115 -0.92054 -0.89766 1.32 0.98 1.05 -0.07
C 0.37521 -0.47109 -0.24838 0.86 -0.42 1.57 -0.21
N 2.82293 0.14856 0.05664 1.84 0.74 0.16 0.15
N -0.16060 2.28375 0.03014 -0.65 0.35 -0.55 0.11
H -1.12384 -0.45862 1.47946 -0.60 1.03 -0.83 0.10
H -0.58806 -1.98310 1.09470 0.49 -0.44 -0.59 0.10
H -0.70002 -1.77465 -1.52554 -0.58 -0.57 -0.07 0.10
H -1.38063 -0.08386 -1.29128 -0.94 0.39 -0.50 0.09
H 0.82509 2.23026 -0.20210 0.38 0.16 0.11 -0.04
H -0.22297 2.07424 1.01844 0.16 -0.02 0.50 -0.02